No. 1
Molecular formula: C40H67Cl38NO5
Method: DFT, ωB97M-V/def2-TZVPD

Last column: Löwdin charge in e.
Cartesian coordinates (Å):
C1 1.0657 -1.7256 -3.8891  -0.07
C2 1.6250 -0.2902 -3.6151  -0.22
O1 0.7523 0.5894 -2.8842  -0.11
C3 0.4158 0.0924 -1.6481  -0.26
C4 -1.0055 -0.2234 -1.3951  -0.21
C5 -2.1911 -0.0257 -2.4000  -0.26
C6 -1.9038 -0.4790 -3.8693  -0.12
C7 -1.3724 -0.7760 -0.0757  0.01
C8 -0.3887 -1.0161 0.9581  -0.16
C9 1.0274 -0.6952 0.6985  -0.14
C10 1.4220 -0.1448 -0.5858  -0.09
C11 2.9176 0.2014 -0.7897  -0.11
C12 3.1356 1.5940 -1.5355  -0.18
C13 4.2397 2.4625 -0.8091  -0.16
C14 3.6355 3.6437 0.0469  -0.27
N1 4.0288 4.9775 -0.4631  -0.03
C15 1.9873 -1.0130 1.8582  -0.25
O2 3.1047 -1.4588 1.7316  0.09
C16 1.3915 -0.7683 3.2671  -0.23
O3 2.2342 -0.2989 4.2395  0.02
C17 0.0789 -1.0197 3.5156  -0.10
C18 -0.4753 -0.7173 4.9253  -0.09
C19 -2.0055 -0.4084 4.9697  -0.41
C20 -2.8876 -1.7020 5.1366  -0.04
O4 -2.4799 0.3737 3.8790  -0.05
C21 -0.7725 -1.5757 2.3496  -0.29
O5 -1.6412 -2.4009 2.4885  0.10
H1 0.5633 -2.2003 -3.0232  0.07
H2 1.9520 -2.3676 -4.1218  0.09
H3 0.4083 -1.6896 -4.7841  0.07
H4 2.6397 -0.4006 -3.1797  0.09
H5 1.7719 0.1892 -4.6120  0.13
H6 -3.0332 -0.6626 -2.0177  0.04
H7 -2.5528 1.0051 -2.3173  -0.01
H8 -1.5974 -1.5560 -3.9438  -0.01
H9 -1.1902 0.1730 -4.4120  0.06
H10 -2.8710 -0.4099 -4.4247  0.04
H11 -2.4268 -1.0068 0.1711  0.11
H12 3.4605 -0.5999 -1.3384  0.12
H13 3.4583 0.3161 0.1778  0.10
H14 3.4315 1.4735 -2.5957  0.08
H15 2.1931 2.1793 -1.4988  0.09
H16 4.8803 2.9670 -1.5761  0.11
H17 4.9304 1.8415 -0.2001  0.10
H18 3.9929 3.5939 1.0997  0.11
H19 2.5205 3.5989 0.0769  0.08
H20 3.6720 5.1498 -1.4056  -0.05
H21 3.5885 5.6886 0.1227  0.07
H22 3.1216 -0.6482 4.0286  0.03
H23 -0.2029 -1.5196 5.6457  0.12
H24 0.0598 0.1975 5.2804  0.09
H25 -2.1712 0.2036 5.8965  0.13
H26 -2.1886 -2.5694 5.1094  0.07
H27 -3.5038 -1.6766 6.0542  0.08
H28 -3.5069 -1.7796 4.2119  0.08
H29 -1.8469 1.0647 3.6382  0.05
C22 5.7508 -1.8547 5.4928  -1.04
Cl1 5.5781 -0.7968 4.0839  0.58
Cl2 5.6020 -3.5576 5.0402  0.50
H30 6.7267 -1.6923 5.9365  -0.03
H31 4.9709 -1.6139 6.2119  -0.09
C23 8.5625 -4.7070 7.6028  -1.01
Cl3 8.6218 -3.2945 6.5413  0.53
Cl4 10.1208 -4.9935 8.3836  0.52
H32 7.8111 -4.5384 8.3682  0.02
H33 8.2999 -5.5783 7.0110  0.03
C24 1.3589 -4.6878 2.7013  -1.03
Cl5 0.9941 -4.2845 4.3826  0.55
Cl6 1.6228 -6.4225 2.4887  0.51
H34 0.5219 -4.3818 2.0790  0.02
H35 2.2580 -4.1571 2.3999  0.01
C25 -1.5150 4.0662 -1.0562  -0.93
Cl7 -1.1670 2.3338 -1.2319  0.70
Cl8 -1.3554 4.9292 -2.5964  0.48
H36 -2.5278 4.1957 -0.6840  0.03
H37 -0.8040 4.4872 -0.3496  0.01
C26 7.2431 6.0478 0.2196  -1.05
Cl9 8.4673 5.6583 1.4370  0.49
Cl10 7.9875 6.5409 -1.3068  0.49
H38 6.6279 5.1715 0.0437  -0.01
H39 6.6270 6.8612 0.5887  0.02
C27 0.6823 2.9114 2.1578  -0.90
Cl11 -0.0520 1.6109 1.2022  0.76
Cl12 0.6027 2.5740 3.8928  0.61
H40 1.7232 3.0153 1.8686  0.00
H41 0.1515 3.8397 1.9623  0.03
C28 -5.4774 2.7454 -3.3456  -1.02
Cl13 -3.8089 3.3009 -3.5535  0.53
Cl14 -5.5657 1.2972 -2.3317  0.53
H42 -6.0516 3.5391 -2.8696  -0.10
H43 -5.8967 2.5171 -4.3213  0.03
C29 -0.1554 2.6675 -7.8031  -1.02
Cl15 -0.4960 2.9246 -6.0883  0.49
Cl16 -0.1319 0.9474 -8.2094  0.50
H44 -0.9263 3.1556 -8.3912  0.02
H45 0.8149 3.0958 -8.0361  0.02
C30 -3.3537 -4.0062 -4.7333  -1.02
Cl17 -3.3794 -2.6561 -5.8695  0.56
Cl18 -1.7831 -4.1349 -3.9296  0.53
H46 -4.1198 -3.8505 -3.9821  -0.05
H47 -3.5476 -4.9274 -5.2750  -0.08
C31 2.9838 -6.8194 -1.2060  -1.04
Cl19 3.1895 -6.9568 -2.9563  0.50
Cl20 2.6686 -5.1503 -0.7219  0.50
H48 2.1444 -7.4369 -0.9013  0.02
H49 3.8912 -7.1606 -0.7179  0.03
C32 -7.8548 6.3885 -1.7333  -1.02
Cl21 -9.0686 5.2538 -1.1341  0.52
Cl22 -6.7645 5.6017 -2.8839  0.60
H50 -8.3553 7.2137 -2.2278  -0.07
H51 -7.2739 6.7586 -0.8939  0.03
C33 2.8136 5.4648 -4.7856  -1.00
Cl23 2.5003 3.7609 -4.4642  0.53
Cl24 3.4112 6.3199 -3.3580  0.57
H52 3.5560 5.5440 -5.5738  0.03
H53 1.8853 5.9304 -5.1030  0.03
C34 -11.0343 2.2565 -1.1554  -1.05
Cl25 -9.3057 1.8940 -1.1992  0.47
Cl26 -11.9697 1.0609 -2.0605  0.51
H54 -11.3671 2.2536 -0.1221  0.03
H55 -11.1981 3.2361 -1.5950  0.00
C35 3.6265 -2.1548 8.8838  -0.99
Cl27 3.6624 -0.7310 7.8350  0.57
Cl28 5.1879 -2.4138 9.6716  0.51
H56 2.8671 -2.0099 9.6455  0.03
H57 3.3873 -3.0270 8.2826  0.03
C36 -5.6563 -2.8061 -1.4710  -0.97
Cl29 -3.9021 -3.0138 -1.5608  0.59
Cl30 -6.5040 -4.1343 -2.2742  0.53
H58 -5.9540 -2.7788 -0.4273  0.03
H59 -5.9249 -1.8729 -1.9576  0.01
C37 9.3067 -1.8955 2.9110  -1.04
Cl31 9.3416 -0.4822 1.8506  0.50
Cl32 10.8766 -2.1688 3.6786  0.49
H60 8.5606 -1.7352 3.6836  -0.01
H61 9.0470 -2.7696 2.3224  0.03
C38 -2.1581 -6.8154 3.9186  -1.04
Cl33 -2.3544 -6.9532 5.6709  0.49
Cl34 -3.4244 -7.6967 3.0548  0.50
H62 -2.2084 -5.7661 3.6417  0.02
H63 -1.1922 -7.2258 3.6407  0.00
C39 -10.2171 10.0388 -2.3135  -1.00
Cl35 -8.8030 9.4805 -1.4104  0.56
Cl36 -10.9042 8.7411 -3.2963  0.52
H64 -10.9683 10.3837 -1.6100  0.03
H65 -9.9175 10.8535 -2.9650  0.03
C40 -2.6779 -7.8338 -6.5653  -1.00
Cl37 -2.2594 -6.6544 -7.8124  0.51
Cl38 -4.0039 -7.2529 -5.5500  0.55
H66 -2.9820 -8.7595 -7.0434  0.02
H67 -1.8080 -8.0073 -5.9395  0.03

- HOMO energy (hartree) = -0.3098
- 2S+1 = 1
- E_tot (eV) = -530143.0072

=====

No. 2
Molecular formula: C40H68N13O2S2
Method: DFT, ωB97M-V/def2-TZVPD

Last column: Löwdin charge in e.
Cartesian coordinates (Å):
C1 4.8728 -2.7216 1.2372  -0.10
C2 4.2636 -3.1486 2.5926  -0.25
C3 3.4326 -4.4397 2.5356  -0.19
C4 2.2410 -4.4025 1.5486  -0.20
N1 1.2943 -3.3113 1.7767  -0.17
C5 1.5688 -2.0722 1.0445  -0.21
C6 1.6789 -2.1370 -0.4878  -0.18
C7 2.1465 -0.7240 -0.9834  -0.16
C8 1.0789 0.0254 -1.8072  -0.21
N2 0.3026 1.0153 -1.0509  -0.14
C9 -0.7027 1.5532 -1.9800  -0.14
C10 -1.9867 2.0433 -1.2685  -0.69
O1 -2.0108 2.2096 -0.0326  -0.05
O2 -2.9762 2.2179 -2.0373  -0.11
C11 1.1401 2.0814 -0.5047  -0.16
C12 0.9198 2.3709 1.0133  -0.37
C13 0.2788 1.2122 1.7908  -0.09
C14 2.2445 2.7237 1.7457  -0.09
C15 -0.0439 -3.6967 1.8117  -1.06
S1 -0.5674 -4.6279 3.0974  0.58
S2 -1.2296 -3.2498 0.5961  0.93
C16 -2.6971 -2.8591 1.6262  -0.47
C17 -3.5357 -1.7004 1.0698  -0.29
C18 -4.2878 -2.0388 -0.2521  -0.12
H1 5.9474 -2.5505 1.3572  0.06
H2 4.4798 -1.7624 0.8798  0.06
H3 4.6687 -3.4362 0.4347  0.07
H4 3.6310 -2.3728 3.0392  0.10
H5 5.0976 -3.2933 3.2916  0.09
H6 3.0866 -4.7868 3.5130  0.11
H7 4.1032 -5.2221 2.1435  0.09
H8 2.6541 -4.4650 0.5345  0.11
H9 1.7087 -5.3437 1.7124  0.09
H10 0.7428 -1.3895 1.2630  0.09
H11 2.4605 -1.5579 1.4094  0.09
H12 0.7507 -2.3947 -1.0006  0.06
H13 2.4446 -2.8329 -0.8509  0.09
H14 2.5384 -0.1334 -0.1469  0.09
H15 3.0088 -0.8692 -1.6485  0.10
H16 0.3698 -0.7369 -2.1524  0.11
H17 1.5345 0.4390 -2.7340  0.09
H18 -0.2943 2.3702 -2.6037  0.10
H19 -1.0497 0.7969 -2.6903  0.11
H20 0.9024 3.0175 -1.0349  0.12
H21 2.2163 1.9215 -0.6555  0.11
H22 0.2614 3.2412 1.0879  0.12
H23 -0.1681 1.6092 2.7141  0.07
H24 -0.5140 0.7032 1.2443  0.05
H25 1.0691 0.5220 2.1163  0.06
H26 3.0628 2.0579 1.4428  0.07
H27 2.0559 2.5046 2.8022  0.02
H28 2.5033 3.7831 1.6621  0.07
H29 -2.3237 -2.5581 2.6105  0.05
H30 -3.2690 -3.7694 1.7963  0.05
H31 -2.9200 -0.7979 1.0015  0.09
H32 -4.3085 -1.4775 1.8122  0.07
H33 -4.3890 -1.1030 -0.8122  0.07
H34 -3.7428 -2.7883 -0.8161  0.00
H35 -5.2846 -2.4166 -0.0021  0.07
C19 -0.5802 2.4121 -6.3012  -0.07
C20 0.6288 2.1224 -5.5348  -0.26
N3 1.5799 1.8969 -4.9312  0.14
H36 -0.3146 2.8010 -7.2827  0.08
H37 -1.1713 1.5063 -6.4247  0.09
H38 -1.1752 3.1470 -5.7731  0.01
C21 4.9025 2.9233 -5.8479  -0.08
C22 6.3655 3.0018 -5.8510  -0.29
N4 7.5133 3.0646 -5.8540  0.11
H39 4.5532 2.5004 -6.7874  0.08
H40 4.5638 2.2927 -5.0283  0.07
H41 4.4795 3.9182 -5.7269  0.08
C23 -4.6950 2.4305 1.7006  -0.06
C24 -4.7616 1.3165 2.6460  -0.28
N5 -4.8146 0.4336 3.3827  0.11
H42 -3.6527 2.6586 1.4644  0.06
H43 -5.2088 2.1665 0.7787  0.09
H44 -5.1692 3.3105 2.1353  0.05
C25 -4.2651 4.6223 5.4125  -0.06
C26 -5.1847 5.1331 4.3952  -0.28
N6 -5.9046 5.5254 3.5900  0.13
H45 -3.3314 5.1804 5.3790  0.08
H46 -4.7108 4.7288 6.3996  0.08
H47 -4.0591 3.5693 5.2247  0.08
C27 -6.7941 -2.8130 -3.4058  -0.06
C28 -5.6921 -3.5760 -2.8197  -0.26
N7 -4.8227 -4.1598 -2.3471  0.16
H48 -7.7220 -3.0484 -2.8880  0.08
H49 -6.5933 -1.7472 -3.3118  0.09
H50 -6.8988 -3.0654 -4.4593  0.08
C29 -0.3081 0.6591 5.9386  -0.05
C30 0.7510 1.5948 5.5579  -0.27
N8 1.5773 2.3264 5.2357  0.14
H51 -1.2319 1.2031 6.1255  0.08
H52 -0.4725 -0.0560 5.1338  0.09
H53 -0.0196 0.1222 6.8403  0.08
C31 4.6999 1.8371 7.5010  -0.07
C32 4.8977 0.3962 7.3321  -0.29
N9 5.0561 -0.7344 7.1997  0.12
H54 4.5526 2.0667 8.5547  0.08
H55 5.5739 2.3739 7.1376  0.08
H56 3.8237 2.1574 6.9372  0.06
C33 -2.8444 5.2338 -3.5457  -0.05
C34 -2.7219 4.8596 -4.9546  -0.22
N10 -2.6018 4.5380 -6.0535  0.13
H57 -3.6854 4.7069 -3.0980  0.08
H58 -1.9360 4.9593 -3.0127  0.09
H59 -3.0018 6.3081 -3.4624  0.08
C35 -3.6992 -7.3977 -0.5200  -0.06
C36 -3.1849 -6.0557 -0.2581  -0.21
N11 -2.7799 -4.9990 -0.0517  0.05
H60 -2.9235 -8.0095 -0.9773  0.08
H61 -4.0142 -7.8606 0.4136  0.08
H62 -4.5508 -7.3355 -1.1954  0.08
C37 8.0010 -5.1786 3.1309  -0.07
C38 7.2277 -6.0137 2.2105  -0.28
N12 6.6149 -6.6653 1.4891  0.13
H63 9.0245 -5.5440 3.1896  0.08
H64 8.0084 -4.1497 2.7761  0.08
H65 7.5527 -5.2102 4.1221  0.08
C39 -2.7100 5.6174 -9.1464  -0.09
C40 -2.0422 5.9524 -10.4072  -0.29
N13 -1.5183 6.2152 -11.3962  0.11
H66 -1.9721 5.4318 -8.3706  0.05
H67 -3.3494 6.4417 -8.8372  0.08
H68 -3.3184 4.7251 -9.2754  0.08

- HOMO energy (hartree) = -0.1890
- 2S+1 = 1
- total charge = -1
- E_tot (eV) = -87716.9805

=====

No. 3
Molecular formula: C40H68N5O
Method: DFT, ωB97M-V/def2-TZVPD

Last column: Löwdin charge in e.
Cartesian coordinates (Å):
C1 -6.7969 -3.3586 6.0256  -0.11
C2 -6.8170 -4.7365 5.2388  -0.24
C3 -5.4407 -5.4754 5.5119  -0.21
C4 -4.3247 -4.8002 4.5788  -0.19
C5 -3.8000 -5.9139 3.5722  -0.20
C6 -2.4857 -6.5557 4.1724  -0.19
C7 -1.2131 -6.1787 3.2958  -0.18
C8 -0.0956 -5.4169 4.1348  -0.20
C9 0.3127 -4.0626 3.4491  -0.22
C10 1.8142 -3.6381 3.6934  -0.20
C11 1.9404 -2.0814 3.8598  -0.21
C12 3.2628 -1.4716 3.2514  -0.20
C13 3.0681 -0.9142 1.7957  -0.20
C14 3.7669 0.4941 1.5691  -0.19
C15 3.1067 1.1166 0.2793  -0.22
C16 4.0505 2.0329 -0.5674  -0.19
C17 4.3130 3.4665 0.0295  -0.16
C18 3.1336 4.0865 0.8411  -0.10
N1 1.9660 4.5945 0.0281  -0.07
C19 0.6677 3.8700 0.2913  -0.06
C20 -0.4766 4.7567 -0.3228  -0.16
O1 -0.3554 4.8543 -1.7294  -0.08
C21 0.9289 5.3365 -2.1451  -0.46
C22 0.9447 6.8930 -1.8076  -0.01
C23 1.1184 5.2564 -3.7074  -0.11
C24 0.8703 3.8196 -4.2973  -0.26
N2 0.3715 4.0180 -5.6837  0.00
C25 2.1352 4.5835 -1.4469  -0.05
H1 -7.6163 -3.3122 6.7857  0.07
H2 -6.9354 -2.4670 5.3670  0.05
H3 -5.8405 -3.2178 6.5769  0.07
H4 -6.9619 -4.5671 4.1466  0.09
H5 -7.6230 -5.3609 5.6853  0.10
H6 -5.1625 -5.2607 6.5716  0.10
H7 -5.4912 -6.5690 5.3243  0.10
H8 -4.7456 -3.9498 3.9978  0.08
H9 -3.5074 -4.4245 5.2307  0.10
H10 -4.5813 -6.6939 3.4098  0.10
H11 -3.6232 -5.4000 2.5999  0.09
H12 -2.5690 -7.6670 4.1831  0.10
H13 -2.3600 -6.2331 5.2330  0.10
H14 -1.5170 -5.5182 2.4535  0.08
H15 -0.8354 -7.1243 2.8501  0.10
H16 0.7532 -6.1134 4.3137  0.10
H17 -0.5077 -5.1723 5.1470  0.10
H18 -0.3427 -3.2688 3.8844  0.11
H19 0.0826 -4.1279 2.3608  0.10
H20 2.1732 -4.2017 4.5902  0.11
H21 2.4004 -3.9883 2.8090  0.11
H22 1.0200 -1.6130 3.4376  0.09
H23 1.9292 -1.8634 4.9570  0.11
H24 3.9944 -2.3160 3.1983  0.11
H25 3.6538 -0.7220 3.9745  0.10
H26 1.9704 -0.7481 1.6485  0.11
H27 3.4922 -1.6114 1.0426  0.11
H28 3.4388 1.1205 2.4394  0.10
H29 4.8727 0.4170 1.5204  0.12
H30 2.8351 0.2513 -0.3803  0.12
H31 2.1424 1.5798 0.5810  0.08
H32 3.6654 2.0685 -1.6196  0.08
H33 5.0494 1.5351 -0.6443  0.12
H34 5.1553 3.3477 0.7583  0.13
H35 4.7256 4.1484 -0.7535  0.11
H36 3.5546 4.9646 1.3950  0.14
H37 2.7459 3.4061 1.6310  0.12
H38 1.7848 5.5579 0.3357  0.17
H39 0.5310 3.6848 1.3758  0.15
H40 0.6526 2.9124 -0.2811  0.14
H41 -1.4319 4.2488 -0.0469  0.15
H42 -0.5053 5.7442 0.2033  0.13
H43 1.8576 7.3902 -2.1966  0.10
H44 0.8599 7.1023 -0.7159  0.07
H45 0.0217 7.2973 -2.2790  0.11
H46 0.4100 5.9699 -4.1959  0.13
H47 2.1429 5.6253 -3.9471  0.13
H48 0.1215 3.2658 -3.6867  0.11
H49 1.8584 3.3116 -4.3737  0.09
H50 -0.6290 4.1856 -5.6732  0.07
H51 0.6094 3.2007 -6.2384  0.04
H52 2.0916 3.5228 -1.7916  0.14
H53 3.0531 5.0763 -1.8190  0.15
N3 -5.9551 -0.3141 3.2591  0.07
C26 -5.2660 0.7756 2.9063  -0.15
C27 -4.2798 0.7828 1.9332  -0.09
C28 -3.9852 -0.4085 1.2890  -0.09
C29 -4.6847 -1.5520 1.6391  -0.07
C30 -5.6558 -1.4516 2.6229  -0.15
H54 -5.5298 1.6820 3.4401  0.10
H55 -3.7560 1.6972 1.6866  0.09
H56 -3.2195 -0.4455 0.5230  0.10
H57 -4.4823 -2.5006 1.1593  0.10
H58 -6.2288 -2.3199 2.9303  0.09
N4 -0.4989 1.0521 -7.0837  0.05
C31 -1.1065 0.5647 -8.1716  -0.14
C32 -1.7409 -0.6661 -8.2142  -0.07
C33 -1.7452 -1.4421 -7.0662  -0.07
C34 -1.1207 -0.9599 -5.9265  -0.07
C35 -0.5179 0.2855 -5.9873  -0.16
H59 -1.0740 1.2057 -9.0453  0.11
H60 -2.2185 -1.0081 -9.1224  0.11
H61 -2.2295 -2.4110 -7.0595  0.11
H62 -1.1028 -1.5372 -5.0116  0.10
H63 -0.0196 0.7070 -5.1198  0.09
N5 4.0754 1.5594 -4.4274  0.04
C36 4.8387 2.6186 -4.7235  -0.17
C37 5.8496 2.6020 -5.6693  -0.07
C38 6.0913 1.4188 -6.3493  -0.07
C39 5.3164 0.3068 -6.0600  -0.06
C40 4.3270 0.4292 -5.0986  -0.15
H64 4.6148 3.5215 -4.1636  0.09
H65 6.4329 3.4910 -5.8686  0.11
H66 6.8740 1.3640 -7.0959  0.11
H67 5.4758 -0.6337 -6.5696  0.11
H68 3.6932 -0.4121 -4.8412  0.10

- HOMO energy (hartree) = -0.4095
- 2S+1 = 1
- total charge = +1
- E_tot (eV) = -52072.3419